one.
The following is a quantum chemistry calculation of a molecular structure, C50H53N6O2S3TeZr, from the OMol25 dataset.

The geometry in XYZ format:
```
116
Properties=species:S:1:pos:R:3:mulliken_charge:R:1
Zr -1.395 0.344 0.189 -0.998
C 0.037 -1.369 4.013 -0.837
C -0.749 -0.126 4.306 1.155
C -0.523 0.550 5.504 -1.131
C -1.281 1.650 5.866 -0.905
C -2.309 2.076 5.041 -1.202
C -2.561 1.432 3.836 2.473
C -3.724 1.857 2.985 -1.065
C -1.747 0.354 3.453 -2.009
N -2.069 -0.235 2.174 2.859
C -3.058 -1.199 2.262 -0.544
O -3.303 -1.899 3.217 -0.649
C -3.927 -1.207 1.031 0.229
C -5.104 -1.906 0.859 -1.029
C -5.897 -1.570 -0.237 -0.640
C -5.520 -0.542 -1.094 -0.684
C -4.305 0.073 -0.867 0.139
N -3.539 -0.296 0.149 1.644
C -3.745 1.255 -1.613 -0.389
O -4.333 1.741 -2.553 -0.690
N -2.569 1.708 -1.047 2.385
C -2.110 2.953 -1.604 -1.772
C -2.753 4.140 -1.235 1.341
C -3.935 4.131 -0.310 -1.206
C -2.304 5.337 -1.783 -1.126
C -1.246 5.364 -2.680 -0.979
C -0.636 4.178 -3.058 -0.714
C -1.069 2.962 -2.538 1.277
C -0.507 1.672 -3.053 -0.663
H 0.580 -1.686 4.903 0.581
H 0.770 -1.208 3.225 -0.058
H -0.630 -2.178 3.715 0.240
H 0.248 0.184 6.170 0.449
H -1.093 2.154 6.806 0.447
H -2.934 2.910 5.336 0.456
H -4.139 2.800 3.339 0.558
H -4.522 1.109 3.020 0.344
H -3.443 1.976 1.938 -0.439
H -5.396 -2.650 1.585 0.623
H -6.832 -2.089 -0.401 0.480
H -6.135 -0.215 -1.920 0.636
H -3.754 3.503 0.561 -0.148
H -4.816 3.739 -0.825 0.290
H -4.165 5.138 0.032 0.539
H -2.799 6.259 -1.505 0.441
H -0.914 6.305 -3.098 0.405
H 0.163 4.183 -3.790 0.496
H 0.325 1.835 -3.738 0.658
H -1.278 1.103 -3.571 0.440
H -0.120 1.023 -2.258 -0.890
C 1.777 3.188 2.980 -1.013
C 0.272 3.010 2.918 0.235
S -0.471 2.794 1.272 0.469
C 0.257 4.158 0.329 -0.029
C 1.632 4.001 -0.328 -1.570
S 2.031 2.344 -0.927 0.190
C 3.673 2.069 -0.208 -0.795
C 3.894 2.386 1.274 -0.932
S 2.695 1.712 2.462 -0.011
H 2.029 3.401 4.020 0.601
H 2.107 4.041 2.391 0.464
H -0.220 3.889 3.339 0.747
H -0.041 2.151 3.502 -0.989
H 0.271 4.996 1.028 0.953
H -0.487 4.393 -0.424 -0.931
H 2.428 4.313 0.343 0.619
H 1.651 4.680 -1.181 0.700
H 4.409 2.626 -0.790 0.620
H 3.865 1.012 -0.408 0.315
H 3.956 3.460 1.441 0.483
H 4.870 1.987 1.551 0.523
C 1.634 -0.899 -7.399 -1.616
C 0.869 -1.060 -6.115 0.563
C 1.521 -1.213 -4.902 -1.291
C 0.822 -1.387 -3.710 1.115
C 1.594 -1.499 -2.430 -0.717
C -0.574 -1.403 -3.735 -0.242
Te -1.739 -1.715 -1.988 0.304
C -1.260 -1.249 -4.950 1.331
C -2.763 -1.234 -5.044 -1.552
C -0.521 -1.078 -6.114 -1.129
H 2.683 -0.677 -7.211 0.357
H 1.217 -0.096 -8.008 0.378
H 1.588 -1.814 -7.993 0.334
H 2.605 -1.200 -4.876 0.329
H 1.244 -2.336 -1.821 0.185
H 1.466 -0.588 -1.838 -0.170
H 2.660 -1.622 -2.623 0.330
H -3.192 -0.419 -4.453 0.188
H -3.198 -2.161 -4.667 0.347
H -3.076 -1.106 -6.079 0.413
H -1.051 -0.955 -7.053 0.390
N 2.992 -5.516 1.749 0.088
C 4.207 -6.132 1.956 0.812
C 4.555 -7.450 2.245 -1.024
C 5.901 -7.710 2.385 -0.427
C 6.871 -6.699 2.243 -0.480
C 6.519 -5.400 1.956 -0.805
C 5.159 -5.115 1.810 0.420
N 4.533 -3.918 1.523 -0.523
C 3.258 -4.196 1.497 0.104
C 2.230 -3.194 1.219 0.720
C 0.865 -3.481 1.200 -0.992
C -0.031 -2.476 0.922 -1.625
N 0.340 -1.214 0.658 2.503
C 1.651 -0.943 0.680 -1.332
C 2.616 -1.885 0.958 -0.333
H 2.091 -5.957 1.784 0.158
H 3.814 -8.231 2.355 0.389
H 6.223 -8.718 2.610 0.394
H 7.914 -6.957 2.363 0.393
H 7.259 -4.619 1.845 0.442
H 0.480 -4.471 1.398 0.334
H -1.089 -2.695 0.903 0.252
H 1.913 0.079 0.468 -0.414
H 3.666 -1.626 0.967 0.630
```

Its charge is +1. The LUMO energy is -3.5 eV. As for the highest occupied orbital energy: -9.56 eV. The calculation puts the gap between HOMO and LUMO at 6.04 eV.

***

two.
The following is a quantum chemistry calculation of a molecular structure, C50H53N6O2S3TeZr, from the OMol25 dataset.

The geometry in XYZ format:
```
116
Properties=species:S:1:pos:R:3:mulliken_charge:R:1
Zr 0.398 0.432 0.234 -1.412
C 1.545 0.212 -3.796 -0.424
C 1.057 -1.186 -3.569 0.845
C 0.684 -1.973 -4.652 -0.567
C 0.215 -3.263 -4.477 -0.991
C 0.101 -3.776 -3.197 -1.184
C 0.476 -3.022 -2.093 1.830
C 0.377 -3.599 -0.712 -1.182
C 0.958 -1.713 -2.276 -1.913
N 1.382 -1.014 -1.105 2.547
C 2.542 -1.541 -0.628 -0.484
O 3.397 -2.128 -1.270 -0.657
C 2.650 -1.412 0.883 0.634
C 3.641 -1.925 1.702 -1.329
C 3.442 -1.865 3.090 -0.720
C 2.295 -1.303 3.614 -1.137
C 1.353 -0.770 2.725 0.750
N 1.536 -0.892 1.401 1.047
C -0.037 -0.299 3.048 -0.297
O -0.458 -0.229 4.188 -0.723
N -0.741 -0.050 1.901 2.625
C -2.124 0.177 2.088 -0.869
C -2.931 -0.842 2.612 0.990
C -2.349 -2.197 2.860 -1.731
C -4.271 -0.573 2.855 -0.820
C -4.802 0.680 2.603 -0.737
C -4.011 1.668 2.042 -0.764
C -2.676 1.419 1.759 0.779
C -1.819 2.461 1.092 -0.593
H 1.499 0.467 -4.852 0.553
H 0.917 0.916 -3.245 -0.295
H 2.574 0.302 -3.455 0.291
H 0.795 -1.575 -5.650 0.494
H -0.056 -3.868 -5.330 0.415
H -0.268 -4.782 -3.055 0.489
H -0.302 -4.447 -0.712 0.574
H 1.359 -3.954 -0.394 0.328
H 0.023 -2.841 0.000 -0.245
H 4.525 -2.373 1.276 0.630
H 4.191 -2.276 3.750 0.486
H 2.115 -1.249 4.676 0.680
H -1.589 -2.427 2.108 0.044
H -1.873 -2.219 3.838 0.358
H -3.121 -2.959 2.840 0.555
H -4.895 -1.357 3.258 0.463
H -5.838 0.884 2.824 0.424
H -4.428 2.640 1.826 0.436
H -2.453 3.185 0.580 0.818
H -1.223 2.998 1.839 0.250
H -1.133 1.980 0.339 -0.949
C -4.898 -0.102 -1.359 -1.015
C -3.977 -1.077 -0.652 -0.558
S -2.202 -0.835 -1.010 0.586
C -2.221 -1.059 -2.826 0.119
C -2.101 0.226 -3.651 -1.558
S -1.590 1.694 -2.684 0.357
C -2.953 2.857 -3.073 -0.986
C -4.348 2.364 -2.722 -0.835
S -4.465 1.649 -1.034 0.139
H -5.913 -0.259 -0.992 0.633
H -4.891 -0.259 -2.436 0.380
H -4.220 -2.104 -0.934 0.763
H -4.057 -0.975 0.430 -0.412
H -3.138 -1.590 -3.077 1.077
H -1.378 -1.710 -3.036 -1.170
H -3.043 0.488 -4.129 0.532
H -1.353 0.086 -4.432 0.681
H -2.889 3.083 -4.140 0.455
H -2.706 3.752 -2.502 0.409
H -4.704 1.620 -3.432 0.409
H -5.032 3.212 -2.758 0.499
C -1.212 7.415 4.283 -1.563
C -0.522 6.169 3.831 0.590
C -0.175 5.168 4.723 -1.273
C 0.472 4.012 4.314 1.214
C 0.840 2.985 5.336 -1.489
C 0.785 3.848 2.960 -0.388
Te 1.785 2.034 2.295 0.519
C 0.470 4.865 2.054 1.709
C 0.817 4.743 0.599 -0.837
C -0.186 6.001 2.497 -1.381
H -1.584 7.305 5.297 0.373
H -2.043 7.653 3.624 0.366
H -0.513 8.250 4.259 0.326
H -0.406 5.292 5.770 0.344
H 0.510 3.294 6.323 0.408
H 1.923 2.860 5.353 0.332
H 0.386 2.021 5.108 0.135
H 0.271 3.909 0.148 -0.378
H 1.886 4.564 0.480 0.354
H 0.560 5.655 0.066 0.410
H -0.436 6.779 1.790 0.409
N 4.958 4.029 -4.550 0.041
C 6.003 3.788 -5.400 0.638
C 6.522 4.489 -6.479 -0.997
C 7.545 3.884 -7.179 -0.407
C 8.052 2.629 -6.816 -0.478
C 7.567 1.940 -5.729 -0.826
C 6.526 2.526 -5.005 0.568
N 5.828 2.064 -3.935 -0.534
C 4.897 2.957 -3.691 -0.455
C 3.863 2.729 -2.719 1.083
C 2.592 3.310 -2.767 -1.308
C 1.607 2.856 -1.912 -1.229
N 1.798 1.904 -0.986 1.816
C 3.063 1.445 -0.860 -0.607
C 4.095 1.801 -1.692 -0.917
H 4.399 4.865 -4.513 0.207
H 6.142 5.459 -6.764 0.387
H 7.958 4.379 -8.044 0.390
H 8.846 2.201 -7.410 0.393
H 7.956 0.977 -5.444 0.460
H 2.350 4.063 -3.500 0.355
H 0.607 3.272 -1.987 0.474
H 3.258 0.770 -0.031 0.347
H 5.075 1.364 -1.591 0.608
```

Its charge is +1. The LUMO energy is -3.7 eV. As for the highest occupied orbital energy: -9.58 eV. The calculation puts the gap between HOMO and LUMO at 5.89 eV.

***

Quick ranking, most stable first: one, two.

***

one.
The following is a quantum chemistry calculation of a molecular structure, C35H59AsBaF6N2O9PSSe, from the OMol25 dataset.

The geometry in XYZ format:
```
116
Properties=species:S:1:pos:R:3:mulliken_charge:R:1
Ba -0.339 1.161 -0.252 2.489
C -2.093 -1.242 7.706 -2.252
C -1.071 -1.754 6.692 2.220
C -1.222 -3.279 6.588 -1.720
C 0.336 -1.414 7.208 -1.652
C -1.256 -1.142 5.307 -1.023
C -0.384 -1.528 4.281 -0.393
C -0.527 -1.077 3.000 0.126
Se 0.732 -1.611 1.655 0.410
C 2.163 -0.600 2.453 -0.992
C 3.151 -1.218 3.194 0.173
C 4.170 -0.474 3.787 -0.898
C 4.171 0.899 3.541 0.294
C 3.205 1.566 2.790 -0.748
C 2.122 0.813 2.262 0.560
O 1.116 1.326 1.648 -0.932
C 3.291 3.071 2.522 2.587
C 4.528 3.705 3.160 -2.527
C 3.367 3.312 1.008 -1.448
C 2.052 3.781 3.091 -1.619
C 5.202 -1.169 4.676 2.175
C 6.201 -0.185 5.283 -2.260
C 5.985 -2.207 3.861 -1.798
C 4.483 -1.883 5.831 -1.655
C -1.641 -0.138 2.687 0.555
O -1.846 0.213 1.521 -0.732
C -2.483 0.350 3.793 -0.099
C -2.272 -0.203 5.029 -0.157
C -3.572 1.417 3.636 2.538
C -3.617 2.115 2.270 -2.131
C -3.345 2.513 4.690 -1.836
C -4.938 0.753 3.867 -1.833
H -1.911 -1.718 8.672 0.451
H -3.117 -1.475 7.404 0.428
H -2.017 -0.161 7.848 0.387
H -1.093 -3.736 7.573 0.457
H -0.483 -3.709 5.911 0.319
H -2.210 -3.546 6.207 0.378
H 0.497 -1.876 8.187 0.461
H 0.460 -0.334 7.309 0.335
H 1.114 -1.769 6.531 0.328
H 0.432 -2.209 4.490 0.469
H 3.115 -2.298 3.305 0.563
H 4.974 1.489 3.959 0.516
H 5.454 3.266 2.778 0.424
H 4.524 3.607 4.249 0.425
H 4.541 4.772 2.920 0.450
H 4.242 2.811 0.585 0.300
H 3.441 4.383 0.798 0.475
H 2.483 2.929 0.504 0.110
H 1.975 3.604 4.169 0.314
H 1.147 3.415 2.613 0.120
H 2.125 4.860 2.920 0.471
H 6.780 0.327 4.512 0.398
H 6.903 -0.727 5.925 0.449
H 5.701 0.572 5.891 0.393
H 6.536 -1.721 3.053 0.385
H 5.317 -2.940 3.407 0.324
H 6.700 -2.742 4.496 0.440
H 3.881 -1.172 6.402 0.313
H 5.205 -2.351 6.510 0.485
H 3.815 -2.661 5.459 0.313
H -2.909 0.111 5.844 0.300
H -2.665 2.570 1.995 0.344
H -4.370 2.906 2.319 0.546
H -3.890 1.431 1.469 0.198
H -2.351 2.951 4.581 0.367
H -3.439 2.139 5.712 0.351
H -4.085 3.305 4.554 0.481
H -5.110 -0.035 3.131 0.319
H -5.734 1.495 3.767 0.493
H -5.006 0.305 4.862 0.328
N 2.387 -0.049 -2.327 0.117
C 2.264 0.189 -1.203 -0.397
H 2.417 -0.308 -3.292 0.228
N -1.596 -2.888 0.216 -0.498
H -0.957 -3.481 -0.309 0.196
H -1.690 -2.037 -0.337 -0.063
H -2.505 -3.335 0.181 0.236
F 0.503 -2.302 -2.784 -0.524
As 1.548 -3.704 -2.704 2.068
F 0.251 -4.601 -1.950 -0.504
F 0.991 -4.214 -4.262 -0.534
F 2.587 -5.086 -2.617 -0.512
F 2.815 -2.772 -3.465 -0.534
F 2.093 -3.187 -1.138 -0.464
O -0.847 3.502 -0.419 -0.612
S -0.794 3.444 -1.945 0.509
O 0.078 2.241 -2.320 -0.586
O -2.183 3.130 -2.409 -0.539
O -0.283 4.660 -2.535 -0.661
C -5.470 0.069 -1.132 -0.995
C -4.697 1.248 -1.692 -0.133
O -3.967 0.856 -2.849 -0.435
P -2.317 0.783 -2.594 0.827
O -2.202 -0.886 -2.446 0.280
C -2.645 -1.773 -3.472 -0.378
C -2.938 -3.144 -2.906 -1.093
O -1.894 0.734 -4.179 -0.390
C -1.529 1.819 -5.023 0.137
C -2.687 2.160 -5.942 -1.221
H -5.976 0.342 -0.201 0.374
H -4.786 -0.757 -0.928 0.067
H -6.221 -0.278 -1.845 0.344
H -4.018 1.649 -0.931 0.121
H -5.369 2.062 -1.978 0.335
H -1.864 -1.844 -4.232 0.218
H -3.541 -1.359 -3.944 0.384
H -2.024 -3.640 -2.581 0.110
H -3.414 -3.765 -3.670 0.342
H -3.612 -3.070 -2.049 0.176
H -0.661 1.482 -5.594 0.255
H -1.239 2.696 -4.454 0.009
H -2.965 1.300 -6.556 0.288
H -2.419 2.990 -6.601 0.401
H -3.552 2.450 -5.344 0.224
```

Its charge is -2. The LUMO energy (spin up / spin down) is 3.4 / 2.0 eV. As for the highest occupied orbital energy (spin up / spin down): -2.68 / -2.66 eV. The calculation puts the gap between HOMO and LUMO (spin up / spin down) at 6.11 / 4.66 eV. Its spin multiplicity is 2.

***

two.
The following is a quantum chemistry calculation of a molecular structure, C35H59AsBaF6N2O9PSSe, from the OMol25 dataset.

The geometry in XYZ format:
```
116
Properties=species:S:1:pos:R:3:mulliken_charge:R:1
Ba -0.859 -1.317 2.143 0.968
C 3.799 2.153 -3.616 -1.465
C 4.111 2.729 -2.227 2.221
C 5.630 2.767 -2.058 -2.338
C 3.591 4.172 -2.159 -1.798
C 3.429 1.881 -1.154 -0.779
C 2.044 1.765 -1.143 -0.272
C 1.383 0.991 -0.209 0.021
Se -0.541 0.817 -0.410 0.058
C -0.577 -0.541 -1.793 -0.498
C -0.532 -0.094 -3.101 0.316
C -0.528 -0.982 -4.169 -0.429
C -0.617 -2.334 -3.843 -0.499
C -0.688 -2.839 -2.552 -0.436
C -0.614 -1.934 -1.442 0.742
O -0.554 -2.312 -0.222 -0.518
C -0.820 -4.369 -2.418 2.209
C -1.026 -4.883 -0.988 -1.859
C 0.447 -5.038 -2.972 -1.714
C -2.038 -4.843 -3.230 -1.731
C -0.414 -0.547 -5.629 2.179
C -0.337 0.974 -5.767 -1.870
C -1.633 -1.036 -6.424 -1.760
C 0.859 -1.142 -6.248 -1.670
C 2.082 0.280 0.821 0.629
O 1.462 -0.433 1.693 -0.748
C 3.508 0.408 0.811 -0.549
C 4.120 1.184 -0.165 0.245
C 4.332 -0.352 1.856 2.525
C 4.122 -1.862 1.667 -1.646
C 3.904 0.053 3.276 -1.393
C 5.832 -0.068 1.732 -2.491
H 4.246 2.768 -4.404 0.475
H 2.722 2.105 -3.788 0.098
H 4.189 1.136 -3.702 0.341
H 6.071 3.393 -2.838 0.442
H 6.066 1.769 -2.140 0.395
H 5.912 3.183 -1.088 0.434
H 4.082 4.797 -2.913 0.468
H 3.783 4.600 -1.173 0.365
H 2.515 4.212 -2.334 0.301
H 1.446 2.270 -1.896 0.153
H -0.494 0.975 -3.266 0.448
H -0.630 -3.048 -4.661 0.119
H -0.189 -4.633 -0.342 0.234
H -1.140 -5.972 -1.027 0.501
H -1.919 -4.454 -0.534 0.157
H 1.321 -4.715 -2.402 0.330
H 0.615 -4.778 -4.019 0.280
H 0.369 -6.128 -2.896 0.455
H -2.941 -4.345 -2.872 0.336
H -2.169 -5.924 -3.115 0.481
H -1.937 -4.628 -4.295 0.303
H -1.227 1.457 -5.358 0.372
H -0.258 1.245 -6.823 0.467
H 0.535 1.376 -5.248 0.101
H -2.552 -0.632 -5.995 0.344
H -1.707 -2.124 -6.405 0.294
H -1.568 -0.717 -7.470 0.471
H 1.738 -0.815 -5.689 0.291
H 0.970 -0.826 -7.290 0.480
H 0.836 -2.233 -6.222 0.292
H 5.199 1.249 -0.155 0.475
H 3.062 -2.104 1.702 0.161
H 4.636 -2.419 2.457 0.432
H 4.521 -2.183 0.700 0.323
H 2.877 -0.241 3.475 0.014
H 3.985 1.137 3.399 0.308
H 4.554 -0.426 4.015 0.480
H 6.233 -0.403 0.771 0.406
H 6.361 -0.608 2.522 0.458
H 6.052 0.996 1.846 0.407
N -3.896 -1.739 -0.357 -0.429
C -3.423 -1.922 0.761 0.536
H -4.820 -2.136 -0.541 0.282
N 0.885 2.088 4.008 -0.684
H 0.014 1.738 4.398 -0.095
H 1.016 1.547 3.153 0.235
H 1.596 1.731 4.641 0.423
F -0.085 -0.785 4.478 -0.387
As -0.309 -1.331 6.184 2.111
F 1.186 -0.493 6.488 -0.498
F -1.188 0.144 6.448 -0.505
F -0.370 -1.761 7.859 -0.498
F -1.783 -2.166 5.907 -0.407
F 0.560 -2.763 5.758 -0.516
O -4.286 -3.180 4.158 -0.676
S -3.240 -2.536 3.444 0.679
O -3.048 -1.108 3.666 -0.198
O -2.001 -3.299 3.266 -0.660
O -3.923 -2.554 1.833 -0.491
C -5.014 1.265 4.883 -0.787
C -3.690 1.997 4.957 -0.004
O -3.402 2.693 3.728 -0.437
P -2.560 1.842 2.606 1.001
O -3.708 1.090 1.753 0.075
C -4.668 1.767 0.937 -0.126
C -5.966 0.990 0.992 -1.116
O -2.293 3.068 1.573 -0.424
C -1.227 3.980 1.874 0.158
C -1.799 5.340 2.215 -1.439
H -5.242 0.816 5.852 0.436
H -4.965 0.466 4.145 -0.150
H -5.819 1.953 4.613 0.310
H -2.883 1.296 5.189 -0.081
H -3.707 2.761 5.736 0.392
H -4.274 1.808 -0.080 0.217
H -4.806 2.789 1.294 0.301
H -5.795 -0.043 0.694 0.106
H -6.701 1.435 0.318 0.405
H -6.370 0.990 2.005 0.248
H -0.598 4.028 0.983 0.162
H -0.610 3.601 2.694 0.222
H -2.402 5.719 1.388 0.316
H -0.991 6.048 2.414 0.417
H -2.435 5.268 3.098 0.234
```

Its charge is -2. The LUMO energy (spin up / spin down) is 3.9 / 3.6 eV. As for the highest occupied orbital energy (spin up / spin down): -2.32 / -2.32 eV. The calculation puts the gap between HOMO and LUMO (spin up / spin down) at 6.21 / 5.96 eV. Its spin multiplicity is 2.

***

Quick ranking, most stable first: two, one.